DFT (ωB97M-V/def2-TZVPD) results for 2 unconnected molecules or ions with the total composition C3H6N2O3 in a non-equilibrium geometry.

Geometry as XYZ:
```
14
Properties=species:S:1:pos:R:3:forces:R:3
N -1.304347 1.557792 1.096842 0.227 0.161 0.111
C -1.051379 0.414416 0.453747 -0.773 0.630 -0.750
O -1.217900 -0.704937 0.912412 0.274 -0.199 -0.044
C -0.742959 0.673319 -1.064134 -0.891 -0.067 0.435
O -0.818070 1.776582 -1.540954 0.015 -0.098 0.113
H -1.179313 2.414305 0.576823 -0.034 -0.034 0.052
H -1.601573 1.570162 2.058180 0.068 -0.065 -0.085
H -0.767168 -0.255831 -1.654275 0.152 0.018 -0.049
N 1.102610 -1.841906 -0.068405 -0.896 -0.291 0.442
C 1.751750 -0.697758 -0.250581 1.546 -0.127 -1.329
O 1.302335 0.362836 -0.669678 0.083 -0.152 0.790
H 0.096253 -1.800922 0.107913 0.081 0.040 -0.087
H 1.579911 -2.670358 0.241747 0.234 0.204 0.053
H 2.849849 -0.797700 -0.199635 -0.087 -0.021 0.347
```
Forces are in eV/Å.

Output
SMILES string: NC(=O)C=O.NC=O
Spin multiplicity: 1
ΔE to the lowest compared entry with this formula, charge and spin, kcal/mol: 25.4
HOMO-LUMO gap, eV: 10.1
Charge: 0
Highest occupied orbital energy, eV: -9.355
Total energy, eV: -12331.125

Löwdin population analysis, charges in e, atoms 1 to 4: number 1, N, carries 0.192; number 2, C, carries -0.497; number 3, O, carries 0.019; number 4, C, carries -0.258